[1]
Below is a molecular structure, C6H12MnOP in a non-equilibrium geometry, with properties calculated with the ωB97M-V functional and the def2-TZVPD basis.

The geometry in XYZ format:
```
21
Properties=species:S:1:pos:R:3:forces:R:3:mulliken_charge:R:1
C -0.644 0.161 -1.879 1.1 1.3 0.0 -0.404
C -1.390 1.378 -1.700 0.8 -0.6 0.2 -0.644
C -0.501 2.420 -1.339 0.3 -0.7 0.0 -0.547
C 0.819 1.908 -1.302 -0.5 -0.9 -0.2 -0.687
C 0.791 0.509 -1.660 -1.5 0.5 0.2 -0.386
Mn 0.177 -0.833 0.096 -0.4 -0.5 -0.9 0.316
P -0.210 -3.326 -0.082 0.2 1.1 0.3 -0.184
H -0.992 -0.761 -2.354 0.0 0.4 0.1 0.551
H -2.460 1.493 -1.852 0.2 -0.1 0.1 0.406
H -0.785 3.448 -1.125 0.1 -0.3 0.0 0.412
H 1.636 -0.103 -1.986 -0.2 0.2 0.1 0.479
H 1.717 2.476 -1.074 -0.2 -0.1 -0.1 0.413
H 0.820 -4.167 -0.611 -0.6 -0.1 0.1 0.077
H -1.347 -3.803 -0.812 0.5 -0.1 0.3 0.086
H -0.425 -3.979 1.173 0.1 -0.1 -0.5 0.061
C 0.633 0.878 2.784 0.0 0.0 0.1 -0.511
O 0.151 -0.305 2.107 -0.3 -0.2 1.1 -0.442
H -0.168 1.303 3.395 0.1 0.0 -0.2 0.269
H 0.951 1.592 2.023 -0.1 -0.2 0.1 0.188
H 1.476 0.610 3.426 0.0 0.1 -0.1 0.275
H -0.248 -0.900 2.771 0.3 0.4 -0.6 0.271
```
Positions in Å, forces in eV/Å.

Output
2S+1: 5
F_max, eV/Å: 1.7
Frontier orbital gap (alpha / beta), hartree: 0.2458 / 0.1854



[2]
Below is a molecular structure, C6H12N in a non-equilibrium geometry, with properties calculated with the ωB97M-V functional and the def2-TZVPD basis.

The geometry in XYZ format:
```
19
Properties=species:S:1:pos:R:3:forces:R:3:mulliken_charge:R:1
C 1.568 -0.100 -1.283 -0.1 5.0 -0.2 -0.379
C 0.494 0.269 -0.093 0.1 -0.9 0.7 0.590
C -0.725 -0.553 0.247 3.7 0.6 -0.7 1.046
C 0.440 1.693 0.343 -0.6 -0.4 0.9 -1.451
C -0.655 -2.039 0.317 2.5 1.4 2.3 -1.404
C -1.948 0.224 0.487 -1.1 -1.0 -1.3 -1.431
N 2.350 -0.135 -0.154 -1.8 -0.3 0.8 -0.455
H 1.294 -1.005 -1.615 -0.7 -3.3 -1.6 0.390
H 1.682 0.754 -2.116 -0.3 -1.9 1.9 0.265
H 1.306 2.264 0.091 0.9 0.2 0.6 0.380
H -0.018 1.857 1.361 1.2 -0.2 -0.9 0.304
H -0.232 2.134 -0.307 -1.9 1.3 -1.4 0.462
H -0.559 -2.348 -0.657 0.2 -1.0 -2.7 0.405
H -1.443 -2.594 0.769 -0.8 0.1 0.5 0.452
H 0.361 -2.300 0.787 -1.5 0.2 -0.5 0.353
H -2.833 -0.491 0.490 0.9 1.1 -0.4 0.412
H -2.026 1.117 -0.229 -0.2 -1.3 1.4 0.318
H -1.867 0.477 1.532 0.0 0.9 0.6 0.432
H 2.812 0.776 0.028 -0.6 -0.5 0.0 0.311
```
Positions in Å, forces in eV/Å.

Output
2S+1: 1
F_max, eV/Å: 5.0
Total charge: +1
Frontier orbital gap (alpha / beta), hartree: 0.2995 / 0.2994



[3]
Below is a gas-phase ion, C6H12N (charge +1) in a non-equilibrium geometry, with properties calculated with the ωB97M-V functional and the def2-TZVPD basis.

The geometry in XYZ format:
```
19
Properties=species:S:1:pos:R:3:forces:R:3:mulliken_charge:R:1
C 0.743 0.389 0.485 0.0 -0.3 -0.2 0.488
C 1.157 1.383 1.234 0.0 -0.1 -0.1 -0.926
C 0.094 -0.948 0.762 -0.1 0.1 1.1 0.023
C 0.677 0.142 -1.006 0.4 1.0 -0.3 0.023
C -1.241 -0.932 1.473 0.0 -0.1 -0.1 -1.378
C -0.154 1.103 -1.826 0.0 -0.2 0.0 -1.379
N -0.028 -1.171 -0.732 -0.3 -0.6 -0.5 -0.060
H 1.586 2.272 0.805 0.1 0.2 -0.1 0.269
H 1.090 1.345 2.307 0.0 0.0 0.2 0.269
H 0.765 -1.684 1.211 0.0 0.0 -0.2 0.332
H 1.649 -0.029 -1.473 -0.1 -0.2 0.0 0.332
H -1.910 -0.195 1.034 -0.1 0.1 0.0 0.375
H -1.085 -0.661 2.513 0.0 0.0 0.1 0.371
H -1.712 -1.911 1.448 -0.1 -0.1 0.0 0.400
H -1.120 1.283 -1.361 -0.1 0.0 0.1 0.376
H -0.300 0.733 -2.838 0.0 0.0 -0.1 0.400
H 0.366 2.055 -1.889 0.1 0.1 0.0 0.371
H 0.426 -2.010 -1.099 -0.1 0.1 0.1 0.343
H -1.003 -1.164 -1.049 0.2 0.0 0.0 0.371
```
Positions in Å, forces in eV/Å.

Output
Structure (SMILES): C=C1[C@H](C)[NH2+][C@@H]1C
2S+1: 1
F_max, eV/Å: 1.1
Total charge: +1
Frontier orbital gap, hartree: 0.4018



[4]
Below is a gas-phase ion, C6H12N (charge +1) in a non-equilibrium geometry, with properties calculated with the ωB97M-V functional and the def2-TZVPD basis.

The geometry in XYZ format:
```
19
Properties=species:S:1:pos:R:3:forces:R:3:mulliken_charge:R:1
C 2.451 0.487 -1.059 0.4 1.6 0.9 -1.165
C 1.770 0.032 0.253 -1.3 -1.4 -1.4 -0.692
C 0.438 -0.896 0.093 2.1 1.8 -1.3 -0.555
C -0.785 -0.067 0.231 -1.4 0.6 0.6 0.578
C -1.001 1.178 -0.204 1.4 -0.4 0.2 -0.960
C -3.116 -0.599 0.649 0.2 0.5 0.5 -0.089
N -1.879 -0.774 0.909 0.1 -0.1 -0.8 0.018
H 1.781 0.542 -1.910 0.3 -0.2 -0.3 0.335
H 2.868 1.494 -0.881 -0.8 0.2 -0.1 0.323
H 3.445 0.074 -1.230 -0.6 -1.2 -0.4 0.381
H 2.533 -0.602 0.692 -0.3 0.4 1.2 0.371
H 1.289 0.844 0.785 1.3 0.3 0.7 0.424
H 0.408 -1.131 -0.976 0.2 -1.0 0.3 0.258
H 0.575 -1.738 0.759 -0.6 -0.3 0.0 0.411
H -1.878 1.799 -0.243 -0.4 -0.3 0.4 0.259
H -0.107 1.700 -0.534 -0.1 -0.1 -0.4 0.234
H -3.947 -1.042 1.184 0.3 -0.5 0.1 0.294
H -3.337 0.174 -0.070 -0.1 -0.1 -0.3 0.225
H -1.506 -1.475 1.551 -0.7 0.0 0.1 0.347
```
Positions in Å, forces in eV/Å.

Output
Structure (SMILES): C=[NH+]C(=C)CCC
2S+1: 1
F_max, eV/Å: 3.0
Total charge: +1
Frontier orbital gap, hartree: 0.3255



[5]
Below is 2 unconnected molecules or ions with the total composition C6H12N2 in a non-equilibrium geometry, with properties calculated with the ωB97M-V functional and the def2-TZVPD basis.

The geometry in XYZ format:
```
20
Properties=species:S:1:pos:R:3:forces:R:3:mulliken_charge:R:1
C -0.926 -1.063 -1.230 0.1 0.0 0.1 -1.836
C -1.348 -0.208 1.109 0.1 0.3 -0.2 -1.178
C -0.103 1.816 -0.461 0.7 0.6 0.6 -1.158
C 1.008 -0.627 0.280 -0.6 0.5 -0.7 0.274
C -0.346 -0.389 -0.010 0.5 -0.7 0.4 0.961
N 1.818 -1.453 -0.475 -0.1 0.2 0.0 -0.435
C 1.361 1.451 1.141 -1.3 -1.0 -0.6 -0.291
N 1.590 0.214 1.155 0.3 0.1 0.5 -0.467
H 1.459 -2.356 -0.746 0.2 0.1 0.1 0.210
H 2.804 -1.387 -0.279 -0.1 -0.2 -0.1 0.244
H 1.471 2.012 2.079 0.2 0.2 -0.2 0.267
H -1.101 -2.130 -1.041 0.0 0.0 0.0 0.444
H -1.896 -0.629 -1.483 0.1 0.0 0.0 0.393
H -1.771 -1.179 1.389 0.0 0.0 0.0 0.389
H -2.180 0.422 0.780 0.0 0.0 0.0 0.302
H -0.907 0.259 1.987 0.0 -0.1 0.0 0.338
H -0.262 -0.984 -2.092 0.0 0.0 0.0 0.415
H -1.042 1.551 -0.948 0.0 -0.5 0.2 0.414
H -0.302 2.753 0.051 0.1 0.2 -0.1 0.374
H 0.673 1.927 -1.207 0.0 0.2 -0.1 0.339
```
Positions in Å, forces in eV/Å.

Output
2S+1: 1
F_max, eV/Å: 1.8
Frontier orbital gap, hartree: 0.2998



[6]
Below is a single C6H12N2 molecule in a non-equilibrium geometry, with properties calculated with the ωB97M-V functional and the def2-TZVPD basis.

The geometry in XYZ format:
```
20
Properties=species:S:1:pos:R:3:forces:R:3:mulliken_charge:R:1
C -2.129 0.977 -0.026 3.2 0.3 0.5 -0.610
C -0.347 -1.222 -1.391 0.0 0.1 0.1 -1.538
C 1.772 -0.324 0.095 -2.3 -0.3 -1.0 0.616
C 0.092 -0.276 -0.332 6.1 -0.5 0.9 0.429
N 2.066 -0.156 1.445 -0.2 0.0 0.0 -0.520
N -2.880 1.099 1.190 -0.4 0.0 0.5 -0.571
C -0.446 0.739 0.254 -6.0 0.9 -0.2 -0.266
C 2.714 -0.380 -0.848 -0.2 0.0 -0.1 -1.187
H 1.446 -0.626 2.087 0.0 0.0 0.0 0.241
H 3.047 -0.249 1.697 -0.4 0.0 -0.2 0.218
H -2.544 1.859 1.774 0.0 -0.2 -0.1 0.236
H -2.864 0.241 1.735 0.1 0.2 -0.1 0.229
H -2.193 1.913 -0.585 -0.1 -0.1 0.0 0.323
H -2.545 0.179 -0.637 0.2 -0.1 0.0 0.350
H -0.063 1.376 1.035 0.5 0.0 -0.1 0.369
H 0.472 -1.895 -1.636 -0.1 -0.1 0.0 0.424
H -1.200 -1.802 -1.054 -0.2 -0.2 0.0 0.392
H -0.635 -0.699 -2.297 -0.1 0.1 -0.2 0.347
H 2.470 -0.364 -1.898 -0.1 -0.1 -0.1 0.275
H 3.768 -0.389 -0.606 0.1 0.0 0.1 0.244
```
Positions in Å, forces in eV/Å.

Output
Structure (SMILES): C=C(N)/C(C)=C/CN
2S+1: 1
F_max, eV/Å: 6.2
Frontier orbital gap, hartree: 0.3323



DFT total energy in a.u., matching the order above: -1803.2583; -290.1495; -290.2933; -290.2345; -345.1598; -345.2449
ΔE to the lowest compared entry with this formula, charge and spin in kcal per mole, matching the order above: 0.0; 108.2; 17.9; 54.8; 105.4; 52.1